C27H51N3O7 | wB97M-V/def2-TZVPD

Structure (XYZ):
```
88
Properties=species:S:1:pos:R:3:forces:R:3:lowdin_charge:R:1
C -3.1723 2.0333 -1.0358 0.171 -0.026 0.145 -0.02
C -4.6377 2.0232 -0.6581 0.385 0.191 -0.492 -0.50
C -5.2463 3.2935 -0.1205 0.189 -0.203 -0.111 -0.02
O -5.3220 1.0434 -0.8061 -0.170 -0.478 -0.072 0.07
H -2.7993 1.0251 -1.2009 -0.161 -0.044 0.121 0.05
H -2.5979 2.5250 -0.2479 0.076 -0.049 0.015 0.07
H -2.9800 2.5865 -1.9585 -0.273 0.183 0.016 0.09
H -5.9714 3.6514 -0.8514 -0.068 0.023 0.062 0.09
H -4.4958 4.0630 0.0451 -0.100 0.064 0.201 0.07
H -5.7752 3.0015 0.7859 -0.039 0.337 0.084 0.09
C -0.8328 1.1852 4.6063 0.173 -0.626 0.625 0.00
C -1.7866 1.5528 3.4974 0.669 0.619 -0.218 -0.48
C -2.6996 2.7275 3.7314 -0.665 0.314 0.353 -0.02
O -1.7156 1.0347 2.4067 -0.146 -0.215 -0.135 0.05
H -0.4172 0.1807 4.5112 -0.220 -0.007 -0.442 0.06
H -1.2866 1.2189 5.5988 -0.105 0.300 -0.085 0.08
H 0.0431 1.8391 4.6178 -0.209 0.307 -0.118 0.10
H -2.1637 3.6768 3.7940 0.375 -0.214 0.148 0.08
H -3.2530 2.6397 4.6696 0.079 -0.110 0.002 0.09
H -3.4171 2.8685 2.9266 0.004 -0.327 -0.163 0.08
C -1.0937 -4.3167 0.1551 0.496 0.221 -0.238 -0.02
C -1.0720 -3.7327 -1.2321 0.354 -0.799 0.200 -0.49
C -0.0711 -4.2980 -2.2478 -0.711 1.033 0.725 0.00
O -1.8539 -2.8935 -1.5961 -0.411 0.632 -0.108 0.05
H -0.2218 -3.9380 0.6953 0.076 -0.050 -0.038 0.06
H -0.9642 -5.3953 0.0643 -0.262 -0.052 0.262 0.09
H -1.9757 -4.0035 0.7056 -0.133 -0.192 -0.093 0.09
H 0.6620 -3.5080 -2.4192 0.082 -0.089 -0.092 0.06
H -0.7112 -4.3667 -3.1259 0.516 -0.529 -0.325 0.09
H 0.4211 -5.1977 -1.8999 -0.059 -0.218 -0.286 0.08
C 3.8745 -0.5637 0.3260 0.135 -0.123 0.389 -0.02
C 4.9140 -1.1174 1.2607 0.779 0.075 0.026 -0.51
C 6.1815 -1.6328 0.5991 -0.025 0.425 0.538 -0.03
O 4.8069 -1.1351 2.4637 -0.328 0.056 -0.110 0.07
H 3.4076 0.3213 0.7541 -0.142 -0.124 0.069 0.07
H 3.1470 -1.3763 0.2494 -0.210 0.265 -0.360 0.08
H 4.3336 -0.3178 -0.6279 -0.243 -0.119 -0.187 0.08
H 5.9798 -2.2791 -0.2526 0.052 -0.109 0.041 0.08
H 6.7915 -2.0858 1.3779 0.002 -0.318 -0.229 0.08
H 6.7280 -0.7533 0.2442 -0.050 -0.039 -0.177 0.09
C 1.6101 -2.6324 4.4709 -0.023 0.679 0.278 -0.03
C 0.5347 -3.6782 4.3605 -0.530 0.140 0.247 -0.49
C -0.8614 -3.2197 3.9469 0.210 -0.852 0.083 -0.02
O 0.7449 -4.8285 4.6651 0.088 -0.149 -0.173 0.06
H 1.1875 -1.6261 4.5089 -0.055 -0.074 -0.122 0.05
H 2.3134 -2.6260 3.6394 -0.015 -0.266 -0.028 0.07
H 2.1446 -2.7832 5.4090 0.169 -0.190 -0.133 0.09
H -0.8988 -3.2134 2.8600 0.055 0.550 -0.063 0.03
H -1.1062 -2.2564 4.3845 -0.033 0.160 -0.280 0.06
H -1.5949 -3.9693 4.2467 0.112 0.017 0.237 0.08
C 2.2402 -2.1653 -4.6051 0.442 0.069 -0.485 -0.02
C 2.3828 -0.6792 -4.3892 -0.155 -0.103 0.436 -0.50
C 2.8607 0.1649 -5.5257 -0.560 0.300 -0.678 -0.02
O 2.0771 -0.2181 -3.3133 0.097 0.321 0.107 0.05
H 2.8898 -2.5211 -5.4072 0.105 -0.031 0.121 0.08
H 1.2259 -2.4091 -4.9241 -0.120 0.069 0.285 0.09
H 2.4976 -2.6353 -3.6597 -0.191 -0.261 -0.083 0.08
H 3.8046 -0.1717 -5.9506 0.066 -0.066 0.124 0.09
H 2.8849 1.2284 -5.2990 0.201 -0.092 0.331 0.08
H 2.1099 0.0629 -6.3203 0.126 -0.138 -0.067 0.10
C 1.1270 2.6679 1.1760 1.017 0.029 -0.593 -0.01
C 0.8921 3.9128 1.9856 0.153 0.726 -0.304 -0.49
C -0.4269 4.6195 1.7767 -0.195 -0.670 0.002 -0.02
O 1.7541 4.3906 2.6843 0.022 -0.185 0.226 0.07
H 0.3928 1.8840 1.3410 -0.040 -0.005 0.000 0.06
H 2.1559 2.3273 1.3116 -0.201 -0.239 0.659 0.08
H 1.1798 2.9394 0.1143 -0.727 0.134 0.038 0.06
H -1.1958 3.8433 1.7226 -0.179 0.215 -0.057 0.05
H -0.4241 5.1364 0.8147 0.115 0.006 0.002 0.07
H -0.6382 5.3189 2.5806 0.080 0.046 0.007 0.08
C 0.6326 2.8500 -2.7296 -0.218 1.066 -0.445 -0.07
C 0.3806 4.2047 -2.2136 -0.086 -0.612 0.313 -0.28
N 0.1872 5.2497 -1.7837 -0.050 0.222 0.043 0.13
H -0.2728 2.2477 -2.7108 0.061 -0.124 0.145 0.05
H 1.4528 2.3913 -2.1881 0.030 -0.162 -0.138 0.06
H 0.8879 3.0289 -3.7760 0.236 -0.504 -0.001 0.08
C -0.0639 -0.0883 -0.6217 -0.117 0.076 0.746 -0.06
C 0.3245 -0.9513 0.4964 -0.589 -0.205 -0.141 -0.24
N 0.5187 -1.6544 1.3843 0.324 0.096 -0.139 0.19
H -0.4320 -0.6577 -1.4713 0.428 -0.050 -0.091 0.04
H 0.7775 0.5648 -0.8364 -0.057 -0.074 -0.451 0.06
H -0.9061 0.5156 -0.2761 0.136 0.061 0.090 0.06
C -3.7920 -1.2478 -3.6139 0.180 -0.651 -0.311 -0.05
C -2.5193 -0.5557 -3.5493 -0.497 -0.127 -0.448 -0.27
N -1.5315 0.0188 -3.5511 0.630 0.405 0.060 0.16
H -3.5885 -2.3197 -3.5553 -0.080 0.092 0.644 0.08
H -4.2484 -1.1642 -4.6011 -0.051 0.615 0.112 0.09
H -4.4283 -0.8754 -2.8135 -0.197 -0.246 -0.049 0.08
```
Positions in Å, forces in eV/Å.

Summary:
SMILES string ... CC(C)=O.CC(C)=O.CC(C)=O.CC(C)=O.CC(C)=O.CC(C)=O.CC(C)=O.CC#N.CC#N.CC#N
Maximum force ... 1.4 eV/Å
LUMO ... 0.339 eV
2S+1 ... 1
E ... -1750.28430 Ha
Kohn-Sham gap ... 9.4 eV
Energy above the lowest of the compared OMol25 structures with the same formula, charge and spin ... 0.0 kcal per mole